C94H200BrN11O4 | wB97M-V/def2-TZVPD

XYZ file:
```
310
Properties=species:S:1:pos:R:3
C 15.4841 -14.4646 6.4304
C 16.4710 -15.4115 6.4074
C 16.2227 -16.8487 6.8969
O 17.1615 -17.7674 7.0079
C 14.9694 -17.2702 7.3011
C 13.8339 -16.3415 7.3033
C 14.1034 -14.8506 6.7750
O 13.1249 -14.0922 6.6356
O 12.7720 -16.5594 7.8504
O 17.5578 -15.0296 5.8047
H 15.6480 -13.4282 6.1745
H 14.8274 -18.2694 7.6856
C 9.2700 -19.8390 11.5212
C 10.7267 -19.8212 11.0355
C 11.6210 -19.1403 12.0819
N 13.1298 -19.0680 11.7526
C 13.7216 -20.5288 11.7071
C 14.0005 -18.2218 12.7092
C 15.2629 -18.0107 11.9288
C 14.9486 -18.0058 10.4790
C 13.4477 -18.4195 10.3706
H 8.6117 -19.3739 10.7874
H 9.1361 -19.4372 12.5256
H 9.0923 -20.8994 11.3425
H 10.8960 -19.2848 10.1019
H 11.1567 -20.8166 10.9243
H 11.4316 -19.6160 13.0442
H 11.2613 -18.1177 12.1955
H 13.2565 -20.9721 12.5877
H 14.8055 -20.5980 11.7983
H 13.3268 -21.0501 10.8350
H 14.0815 -18.8507 13.5958
H 13.3453 -17.3710 12.8957
H 15.9582 -18.8228 12.1416
H 15.7458 -17.0710 12.1970
H 15.5108 -18.7271 9.8860
H 14.9080 -16.9924 10.0796
H 13.2805 -19.1641 9.5923
H 12.8016 -17.5517 10.2380
C 10.3049 -10.3477 7.1086
C 10.5508 -10.3426 5.6183
C 11.6212 -11.4754 5.2513
N 11.7970 -11.8513 3.7145
C 10.4374 -12.3861 3.1828
C 12.3206 -10.6358 2.9336
C 13.8386 -10.5900 3.0355
C 14.2602 -12.0029 3.5331
C 12.9821 -12.8825 3.5843
H 9.7615 -9.4662 7.4490
H 11.1917 -10.5115 7.7209
H 9.6295 -11.1960 7.2193
H 10.8563 -9.3685 5.2364
H 9.5614 -10.4990 5.1885
H 11.2815 -12.3983 5.7214
H 12.5926 -11.2711 5.7014
H 9.6905 -11.6056 3.3275
H 10.2836 -13.3138 3.7340
H 10.7424 -12.5389 2.1475
H 12.1004 -10.7892 1.8772
H 11.8613 -9.7034 3.2621
H 14.1995 -10.3123 2.0452
H 14.2725 -9.9094 3.7681
H 14.9924 -12.4330 2.8497
H 14.6887 -11.9622 4.5345
H 12.8720 -13.4461 2.6578
H 12.9385 -13.6299 4.3765
C 15.4927 -10.6638 7.6744
C 14.9635 -10.9425 9.0984
C 15.1582 -12.3595 9.5210
N 14.3717 -12.8126 10.8271
C 14.9674 -12.0726 12.0214
C 14.2772 -14.3632 11.1012
C 12.9105 -14.6526 11.7978
C 12.1752 -13.3360 11.6939
C 12.8574 -12.5460 10.6322
H 16.5164 -10.9771 7.8790
H 15.5331 -9.6149 7.3807
H 15.0539 -11.2204 6.8463
H 13.9122 -10.6651 9.0220
H 15.4990 -10.2636 9.7621
H 16.1988 -12.6024 9.7357
H 14.8836 -13.0390 8.7141
H 15.9626 -12.4967 12.1552
H 14.4242 -12.4074 12.9051
H 14.9190 -10.9901 11.9037
H 15.1499 -14.8256 11.5624
H 14.2135 -14.7406 10.0806
H 13.1296 -14.8922 12.8384
H 12.3828 -15.5162 11.3928
H 12.3696 -12.8083 12.6276
H 11.1210 -13.4798 11.4569
H 12.7345 -11.4671 10.7266
H 12.7712 -13.0253 9.6570
C 21.4691 -14.9459 14.1822
C 20.3570 -15.0924 13.2368
C 20.6095 -15.8624 11.8933
N 19.5330 -15.4392 10.8109
C 18.0572 -15.6210 11.1827
C 19.6856 -16.3074 9.5238
C 20.1101 -15.2930 8.4691
C 19.5053 -13.9992 8.9062
C 19.8151 -14.0183 10.3664
H 21.2101 -14.2116 14.9450
H 22.4401 -14.8468 13.6971
H 21.5009 -15.8995 14.7092
H 20.0504 -14.0850 12.9555
H 19.4669 -15.4751 13.7362
H 20.6100 -16.9498 11.9683
H 21.5522 -15.7021 11.3702
H 17.9292 -15.0401 12.0960
H 18.0178 -16.6606 11.5080
H 17.3609 -15.2844 10.4146
H 18.7498 -16.7504 9.1827
H 20.3876 -17.0959 9.7951
H 19.6891 -15.5226 7.4902
H 21.1990 -15.2838 8.4216
H 18.4469 -14.0844 8.6600
H 19.8394 -13.1300 8.3396
H 19.0805 -13.3216 10.7701
H 20.8186 -13.7618 10.7062
C 15.4729 -23.5077 12.1906
C 16.3629 -22.7226 11.2322
C 16.0773 -23.1916 9.7688
N 16.8262 -22.4891 8.6054
C 16.4090 -20.9906 8.5666
C 18.3886 -22.5172 8.7633
C 18.9247 -23.6012 7.7593
C 17.6725 -24.2707 7.1095
C 16.5446 -23.1843 7.2077
H 15.4650 -24.5876 12.0431
H 14.4243 -23.2134 12.2346
H 15.7468 -23.2948 13.2239
H 17.4135 -22.9254 11.4397
H 16.3156 -21.6339 11.2598
H 15.0225 -23.0201 9.5541
H 16.4109 -24.2243 9.6668
H 15.3199 -20.9640 8.6013
H 16.7018 -20.4437 7.6703
H 16.8466 -20.4949 9.4331
H 18.8252 -21.5606 8.4764
H 18.6181 -22.6403 9.8217
H 19.4632 -23.1075 6.9503
H 19.5613 -24.3467 8.2358
H 17.8702 -24.7807 6.1667
H 17.4306 -25.1172 7.7521
H 16.5475 -22.3758 6.4766
H 15.5358 -23.5855 7.1100
C 21.3000 -14.1267 5.1217
C 21.5775 -12.6039 5.0043
C 21.2310 -11.7714 6.2611
N 21.4446 -10.2677 6.1243
C 20.4375 -9.5335 5.1969
C 22.9165 -9.8347 5.8394
C 23.6788 -9.8675 7.1496
C 22.5812 -9.8126 8.2848
C 21.2691 -9.6907 7.5200
H 20.3227 -14.2778 5.5799
H 22.0439 -14.7752 5.5845
H 21.1303 -14.6294 4.1695
H 21.0236 -12.4190 4.0839
H 22.6270 -12.5453 4.7159
H 21.8515 -12.2423 7.0236
H 20.1610 -11.8709 6.4437
H 20.5047 -10.0428 4.2356
H 20.6252 -8.4832 4.9737
H 19.5027 -9.7189 5.7259
H 22.9506 -8.7742 5.5899
H 23.4227 -10.3216 5.0059
H 24.2910 -8.9718 7.2538
H 24.1849 -10.8328 7.1345
H 22.6846 -8.8948 8.8637
H 22.7047 -10.6971 8.9096
H 21.1315 -8.6177 7.3861
H 20.3914 -10.0341 8.0674
C 23.6672 -17.6804 7.0890
C 22.2058 -17.9117 6.7344
C 21.9889 -18.8198 5.4969
N 20.4550 -18.8635 5.0122
C 19.7740 -17.5091 4.9485
C 19.5966 -19.8072 5.8588
C 18.6369 -20.5825 4.9698
C 19.0713 -20.3070 3.5764
C 20.3957 -19.5183 3.6089
H 23.7654 -17.1501 8.0362
H 24.1381 -17.1705 6.2486
H 24.2156 -18.6161 7.1980
H 21.6835 -16.9784 6.5243
H 21.6707 -18.2802 7.6096
H 22.2907 -19.8558 5.6513
H 22.5378 -18.4687 4.6231
H 18.8897 -17.5965 4.3172
H 20.4783 -16.7741 4.5589
H 19.4631 -17.1566 5.9319
H 19.1753 -19.4307 6.7910
H 20.3458 -20.5561 6.1157
H 17.5876 -20.3267 5.1168
H 18.8724 -21.6354 5.1253
H 18.3898 -19.6332 3.0572
H 19.1598 -21.1864 2.9385
H 20.5770 -18.8009 2.8085
H 21.1600 -20.2850 3.4817
C 9.1247 -20.2912 7.5365
C 8.7187 -18.7900 7.7676
C 9.5968 -17.7395 7.0546
N 9.1926 -16.2761 7.1360
C 9.8709 -15.5253 5.9064
C 7.6695 -16.0160 7.1222
C 7.3443 -15.6154 8.5358
C 8.5626 -14.7553 8.9223
C 9.6739 -15.6141 8.4620
H 8.9668 -20.6815 6.5310
H 8.6545 -20.8982 8.3102
H 10.1695 -20.4722 7.7890
H 8.7538 -18.5125 8.8211
H 7.6510 -18.7263 7.5576
H 9.6229 -17.9999 5.9965
H 10.6699 -17.7022 7.2424
H 9.6795 -16.0898 4.9938
H 10.9254 -15.5700 6.1787
H 9.5390 -14.4871 5.9127
H 7.6073 -15.1387 6.4783
H 7.1126 -16.8851 6.7720
H 6.4621 -14.9758 8.5102
H 7.2429 -16.5247 9.1284
H 8.5551 -13.7751 8.4456
H 8.5211 -14.6883 10.0095
H 10.5859 -15.0400 8.2982
H 9.8721 -16.3683 9.2236
C 10.4306 -15.6280 1.6709
C 9.2273 -14.9585 1.0274
C 7.9438 -14.9532 1.8414
N 6.7458 -14.2594 1.1407
C 6.5012 -15.0389 -0.1920
C 6.9168 -12.7418 0.9167
C 5.4876 -12.3320 0.6140
C 4.6289 -13.1446 1.5456
C 5.4766 -14.3291 2.0569
H 10.4782 -16.6821 1.3973
H 10.3875 -15.4825 2.7502
H 11.3820 -15.2485 1.2981
H 9.0557 -15.4765 0.0839
H 9.5758 -14.0047 0.6313
H 7.9982 -14.3014 2.7134
H 7.5174 -15.9527 1.9263
H 5.5581 -14.7438 -0.6520
H 6.5038 -16.1192 -0.0462
H 7.3234 -14.9164 -0.8970
H 7.6715 -12.4091 0.2041
H 7.0284 -12.0854 1.7797
H 5.2662 -12.6080 -0.4170
H 5.1861 -11.2867 0.6810
H 3.7309 -13.5064 1.0448
H 4.3789 -12.4737 2.3674
H 5.0808 -15.3435 2.0075
H 5.8357 -14.1160 3.0638
C 14.3479 -16.3519 2.8688
C 13.4153 -17.4476 3.3714
C 14.2198 -18.6349 3.8710
N 13.3971 -19.8103 4.3711
C 12.4653 -19.4243 5.5774
C 12.6575 -20.5768 3.2264
C 13.1112 -22.0185 3.3281
C 13.6915 -22.1759 4.6924
C 14.4226 -20.8251 4.9476
H 15.1626 -16.2714 3.5885
H 13.9442 -15.3934 2.5426
H 14.9145 -16.7066 2.0078
H 12.7109 -17.7578 2.5996
H 12.8972 -16.8601 4.1295
H 14.7530 -18.2647 4.7466
H 14.8667 -19.0786 3.1142
H 13.0804 -19.1716 6.4410
H 11.8716 -20.2864 5.8816
H 11.8360 -18.5747 5.3124
H 11.5959 -20.5411 3.4709
H 12.8971 -19.9992 2.3337
H 12.2474 -22.6434 3.1014
H 13.8446 -22.2274 2.5493
H 12.8926 -22.4734 5.3717
H 14.4025 -23.0009 4.6487
H 14.6943 -20.5115 5.9555
H 15.2475 -20.8078 4.2354
C 17.2653 -10.3038 0.4985
C 17.8798 -11.6624 0.1797
C 18.2913 -12.6695 1.3946
N 18.9514 -14.0351 1.0067
C 20.4396 -13.7486 0.6238
C 18.1962 -14.8715 -0.0475
C 17.2936 -15.8450 0.6494
C 17.5589 -15.7340 2.1136
C 18.8242 -14.9032 2.2659
H 17.1647 -9.5966 -0.3248
H 17.8060 -9.8097 1.3057
H 16.2596 -10.2842 0.9183
H 18.7563 -11.4362 -0.4275
H 17.1149 -12.0608 -0.4867
H 17.3670 -12.9335 1.9084
H 19.0447 -12.3016 2.0912
H 20.9469 -13.2708 1.4619
H 20.3590 -13.0267 -0.1889
H 21.0741 -14.5398 0.2242
H 18.9914 -15.2700 -0.6777
H 17.6706 -14.1545 -0.6781
H 17.5639 -16.8735 0.4102
H 16.2383 -15.7511 0.3935
H 17.3981 -16.7236 2.5414
H 16.7900 -15.1601 2.6309
H 19.7103 -15.5287 2.1574
H 19.0130 -14.3394 3.1795
Br 12.4740 -22.4031 8.3758
```

The calculation puts the HOMO-LUMO gap at 6.60 eV. As for the charge: +8. The lowest unoccupied orbital energy is -13.20 eV.